# 1
A structure of composition C41H36BrF7N3O3PS2 in a non-equilibrium geometry, computed with ωB97M-V/def2-TZVPD.

Atoms and positions in Å:
O1 3.6925 -2.9581 5.4108
C1 3.3266 -2.0107 4.4790
C2 4.2093 -0.9948 4.1415
C3 3.8829 -0.0393 3.1997
C4 2.6296 -0.0790 2.5972
C5 1.7563 -1.0918 2.9482
C6 2.0808 -2.0827 3.8726
C7 1.0838 -3.1654 4.2063
N1 0.4083 -3.7080 3.0289
C8 -1.0393 -3.4875 2.9903
C9 -1.5227 -3.2364 1.5593
C10 -2.7997 -2.3697 1.4627
C11 -2.7339 -1.0848 2.2565
C12 -2.0249 0.0551 1.7002
C13 -1.3374 0.0437 0.3311
F1 -1.3927 -1.0961 -0.3585
F2 -1.8723 0.9593 -0.4781
F3 -0.0347 0.3097 0.4646
C14 -1.9576 1.2261 2.4052
Br1 -1.1142 2.8165 1.8016
C15 -2.5363 1.3428 3.6947
N2 -2.4971 2.4080 4.4836
S1 -3.2595 1.9525 5.8347
N3 -3.6431 0.4679 5.4633
C16 -3.2059 0.2117 4.2245
C17 -3.3409 -1.0087 3.4972
P1 -4.2601 -2.3075 4.3666
O2 -3.1699 -2.8695 5.3858
O3 -4.5872 -3.5881 3.4599
S2 -5.8789 -1.7464 5.2680
H1 4.5660 -3.2871 5.1830
H2 5.1825 -0.9515 4.6095
H3 4.5652 0.7494 2.9287
H4 2.3415 0.6539 1.8627
H5 0.7774 -1.1421 2.4915
H6 0.3774 -2.7758 4.9389
H7 1.6417 -3.9565 4.7036
H8 0.8364 -3.3578 2.1855
H9 -1.3477 -2.7183 3.6955
H10 -1.5178 -4.4101 3.3249
H11 -1.8063 -4.2027 1.1484
H12 -0.7295 -2.8640 0.9220
H13 -2.9912 -2.1077 0.4302
H14 -3.6208 -3.0020 1.7498
H15 -3.6155 -3.5610 5.8990
H16 -5.3387 -3.4050 2.8836
F4 -4.3778 -0.2499 -7.3383
C18 -3.9321 -0.1473 -6.0701
C19 -4.1892 1.0092 -5.3620
C20 -3.7272 1.1143 -4.0581
C21 -3.0122 0.0719 -3.4848
C22 -2.7642 -1.0824 -4.2162
C23 -3.2296 -1.2001 -5.5185
H17 -4.7393 1.8155 -5.8298
H18 -3.9232 2.0142 -3.4903
H19 -2.6493 0.1589 -2.4745
H20 -2.2029 -1.8942 -3.7729
H21 -3.0507 -2.0923 -6.1037
F5 -1.2729 4.9602 -5.2165
C24 -1.5276 4.7729 -6.5293
C25 -2.0108 3.5488 -6.9418
C26 -2.2786 3.3530 -8.2883
C27 -2.0525 4.3764 -9.1993
C28 -1.5616 5.5992 -8.7617
C29 -1.2987 5.8062 -7.4148
H22 -2.1730 2.7634 -6.2149
H23 -2.6643 2.3998 -8.6251
H24 -2.2590 4.2205 -10.2496
H25 -1.3820 6.3962 -9.4704
H26 -0.9232 6.7543 -7.0529
F6 5.1882 -4.0622 2.0355
C30 5.9195 -5.0754 2.5355
C31 5.6163 -6.3701 2.1655
C32 6.3745 -7.4078 2.6868
C33 7.4128 -7.1416 3.5698
C34 7.6975 -5.8323 3.9305
C35 6.9496 -4.7862 3.4086
H27 4.7984 -6.5558 1.4824
H28 6.1533 -8.4277 2.4030
H29 7.9992 -7.9548 3.9757
H30 8.5042 -5.6226 4.6198
H31 7.1610 -3.7566 3.6686
F7 2.3627 7.5442 0.1408
C36 1.8153 7.3551 -1.0765
C37 1.4863 6.0736 -1.4707
C38 0.9200 5.8838 -2.7229
C39 0.6987 6.9680 -3.5606
C40 1.0404 8.2474 -3.1445
C41 1.6005 8.4485 -1.8909
H32 1.6734 5.2420 -0.8042
H33 0.6498 4.8876 -3.0463
H34 0.2590 6.8121 -4.5349
H35 0.8709 9.0935 -3.7970
H36 1.8680 9.4377 -1.5439

## Properties
Gap between HOMO and LUMO in eV: 7.034
Charge: 0

# 2
A structure of composition C41H36F3N6O4TeZr, computed with ωB97M-V/def2-TZVPD.

Atoms and positions in Å:
Zr1 -0.3966 -0.5706 1.1272
C1 -2.7163 -4.8603 -4.3114
C2 -2.2583 -3.7996 -3.3483
C3 -2.4729 -3.8956 -1.9986
C4 -2.0127 -2.9044 -1.0968
C5 -2.3339 -2.9411 0.3029
O1 -2.1265 -1.9455 1.0538
C6 -2.9438 -4.1192 0.9512
C7 -3.9557 -3.9147 1.8900
C8 -4.5021 -4.9919 2.5628
C9 -4.0147 -6.2726 2.3310
C10 -2.9854 -6.4753 1.4238
C11 -2.4543 -5.4031 0.7243
C12 -1.3406 -1.7736 -1.6120
O2 -0.8395 -0.8299 -0.8479
C13 -1.1925 -1.6375 -3.0055
C14 -1.6129 -2.6489 -3.8368
C15 -0.5951 -0.3625 -3.5185
N1 -1.2864 0.5942 -3.9819
C16 -2.7396 0.5336 -4.0058
C17 -3.3253 -0.0774 -5.2699
Te1 -2.4506 0.5299 -7.1378
C18 -1.0921 -1.0874 -7.1151
C19 -1.4975 -2.3357 -7.5846
C20 -0.6430 -3.4275 -7.4976
C21 0.6250 -3.2768 -6.9520
C22 1.0415 -2.0307 -6.5019
C23 0.1857 -0.9398 -6.5843
C24 0.8761 -0.1729 -3.3725
C25 1.4531 1.0535 -3.7101
C26 2.8005 1.2761 -3.4819
C27 3.5886 0.2812 -2.9082
C28 3.0262 -0.9463 -2.5890
C29 1.6748 -1.1740 -2.8315
H1 -3.2340 -5.6688 -3.7977
H2 -1.8682 -5.2883 -4.8482
H3 -3.3942 -4.4437 -5.0586
H4 -3.0364 -4.7341 -1.6124
H5 -4.3145 -2.9107 2.0782
H6 -5.2999 -4.8354 3.2759
H7 -4.4330 -7.1135 2.8678
H8 -2.5919 -7.4699 1.2637
H9 -1.6334 -5.5579 0.0356
H10 -1.4395 -2.5555 -4.9045
H11 -3.0897 1.5639 -3.9240
H12 -3.1372 -0.0235 -3.1454
H13 -4.3878 0.1575 -5.3231
H14 -3.2327 -1.1627 -5.2719
H15 -2.4810 -2.4516 -8.0240
H16 -0.9645 -4.3920 -7.8695
H17 1.2916 -4.1271 -6.8884
H18 2.0303 -1.9059 -6.0792
H19 0.5097 0.0289 -6.2251
H20 0.8224 1.8188 -4.1436
H21 3.2440 2.2258 -3.7554
H22 4.6407 0.4596 -2.7264
H23 3.6227 -1.7293 -2.1398
H24 1.2515 -2.1360 -2.5738
N2 0.8895 0.9350 -0.1744
C30 1.7757 1.8229 0.5267
C31 2.3632 2.9141 -0.0441
C32 3.2607 3.7064 0.7029
C33 3.5743 3.3675 1.9864
C34 2.9792 2.2366 2.5946
C35 3.2814 1.8204 3.9105
C36 2.6730 0.7109 4.4139
C37 1.7277 0.0320 3.6255
N3 1.3923 0.3986 2.4066
C38 2.0458 1.4756 1.8667
H25 0.3547 1.4019 -0.9052
H26 1.4413 0.2354 -0.6909
H27 2.1609 3.1501 -1.0821
H28 3.7175 4.5696 0.2391
H29 4.2831 3.9536 2.5568
H30 4.0009 2.3812 4.4939
H31 2.8888 0.3417 5.4056
H32 1.2474 -0.8508 4.0196
F1 -0.9643 -1.8651 5.7803
C39 -1.6884 -2.2309 4.7117
F2 -2.9503 -1.8566 4.9069
F3 -1.6397 -3.5501 4.5946
C40 -1.0983 -1.5409 3.4693
O3 -1.4950 -0.3889 3.1480
O4 -0.2026 -2.1075 2.8099
N4 2.3061 -2.5318 0.2342
C41 1.4022 -1.8761 0.5325
N5 -1.1997 2.0197 1.6828
N6 -2.0843 1.0818 1.0347
H33 -1.7005 2.5926 2.3547
H34 -0.8076 2.6333 0.9777
H35 -2.5737 1.4656 0.2307
H36 -2.7665 0.7600 1.7162

## Properties
ΔE to the lowest compared entry with this formula, charge and spin in kcal/mol: 3.9
Gap between HOMO and LUMO in eV: 6.392
Charge: +1

# 3
A structure of composition C41H36N3OsP2Se2, computed with ωB97M-V/def2-TZVPD.

Atoms and positions in Å:
Os1 0.5150 1.2433 0.0664
Se1 -0.5329 2.6686 -1.4903
C1 -0.9989 1.5620 -2.9958
C2 -1.8298 0.4659 -2.8325
C3 -2.1617 -0.2820 -3.9531
N1 -1.7396 -0.0010 -5.1839
C4 -0.9622 1.0702 -5.3287
C5 -0.5673 1.8825 -4.2744
H1 -2.2137 0.1963 -1.8592
H2 -2.8029 -1.1518 -3.8517
H3 -0.6354 1.2945 -6.3382
H4 0.0481 2.7531 -4.4626
Se2 2.0544 2.8967 0.8195
C6 3.4358 1.7228 1.4581
C7 4.6705 1.6795 0.8290
C8 5.6191 0.7759 1.2941
N2 5.4138 -0.0496 2.3183
C9 4.2327 0.0222 2.9309
C10 3.2162 0.8834 2.5421
H5 4.8906 2.3171 -0.0176
H6 6.5901 0.7135 0.8142
H7 4.0868 -0.6464 3.7735
H8 2.2708 0.8873 3.0678
C11 2.5675 -1.3546 0.0375
P1 1.8232 -0.1967 -1.1430
C12 0.8935 -1.2901 -2.2389
C13 1.2286 -1.4735 -3.5762
C14 0.5230 -2.3907 -4.3433
C15 -0.5034 -3.1321 -3.7775
C16 -0.8369 -2.9538 -2.4402
C17 -0.1494 -2.0277 -1.6755
C18 3.1721 0.5347 -2.0876
C19 4.4600 0.0102 -2.0173
C20 5.4829 0.5844 -2.7606
C21 5.2237 1.6787 -3.5719
C22 3.9389 2.2049 -3.6428
C23 2.9173 1.6377 -2.9003
H9 3.1385 -2.1124 -0.4999
H10 1.7595 -1.8449 0.5795
H11 3.2060 -0.8249 0.7418
H12 2.0400 -0.9096 -4.0192
H13 0.7777 -2.5256 -5.3862
H14 -1.0515 -3.8431 -4.3814
H15 -1.6401 -3.5313 -1.9995
H16 -0.4221 -1.8735 -0.6332
H17 4.6827 -0.8402 -1.3865
H18 6.4824 0.1737 -2.7015
H19 6.0237 2.1268 -4.1470
H20 3.7370 3.0644 -4.2689
H21 1.9246 2.0670 -2.9307
N3 -0.4045 0.3029 1.2762
P2 -1.8038 0.0770 2.0356
C24 -3.1918 0.0051 0.9073
C25 -3.4463 -1.1769 0.2069
C26 -4.4780 -1.2217 -0.7164
C27 -5.2463 -0.0870 -0.9536
C28 -4.9862 1.0920 -0.2688
C29 -3.9627 1.1405 0.6679
C30 -1.6825 -1.4939 2.8885
C31 -2.8242 -2.2167 3.2319
C32 -2.7020 -3.3963 3.9505
C33 -1.4459 -3.8530 4.3260
C34 -0.3080 -3.1332 3.9859
C35 -0.4224 -1.9520 3.2696
C36 -2.1179 1.3705 3.2375
C37 -3.1785 1.2340 4.1351
C38 -3.4314 2.2333 5.0587
C39 -2.6273 3.3674 5.0913
C40 -1.5709 3.5018 4.2038
C41 -1.3118 2.5034 3.2741
H22 -2.8498 -2.0620 0.3948
H23 -4.6854 -2.1397 -1.2509
H24 -6.0517 -0.1236 -1.6760
H25 -5.5830 1.9743 -0.4583
H26 -3.7640 2.0594 1.2061
H27 -3.8054 -1.8720 2.9287
H28 -3.5869 -3.9600 4.2141
H29 -1.3532 -4.7749 4.8848
H30 0.6694 -3.4922 4.2808
H31 0.4602 -1.3858 3.0023
H32 -3.8048 0.3494 4.1179
H33 -4.2523 2.1287 5.7553
H34 -2.8264 4.1469 5.8151
H35 -0.9429 4.3822 4.2320
H36 -0.4805 2.6106 2.5897

## Properties
ΔE to the lowest compared entry with this formula, charge and spin in kcal/mol: 0.0
Gap between HOMO and LUMO in eV: 6.861
Charge: +1

# 4
A structure of composition C41H37BaF5OP2 in a non-equilibrium geometry, computed with ωB97M-V/def2-TZVPD.

Atoms and positions in Å:
Ba1 1.4984 -1.5070 3.2198
C1 -2.7205 0.2610 5.7670
C2 -3.0958 0.1340 4.4961
C3 -3.2934 1.1686 3.4198
C4 -1.9903 1.5573 2.6640
C5 -0.8940 2.1492 3.4668
C6 -0.9779 2.5935 4.7296
C7 -2.2223 2.7487 5.5642
C8 -2.5631 1.5676 6.5101
C9 2.9936 0.4315 3.9076
H1 -2.5518 -0.6294 6.3955
H2 -3.1357 -0.8933 4.0950
H3 -3.8306 2.0576 3.7571
H4 -3.9594 0.6903 2.6875
H5 -1.6245 0.6350 2.1878
H6 -2.2832 2.2374 1.8436
H7 0.0347 2.3225 2.9120
H8 -0.1333 3.1053 5.2023
H9 -3.0985 2.8600 4.9300
H10 -2.1926 3.6741 6.1594
H11 -1.8393 1.5020 7.3499
H12 -3.5562 1.8055 6.9266
H13 3.4432 0.2378 4.8919
H14 2.4562 1.3757 4.0392
H15 3.7840 0.6294 3.1691
P1 0.0786 -2.2080 -3.7735
P2 2.0118 0.2937 -4.1546
C10 -0.5626 -0.6679 -4.4618
C11 0.2796 0.3830 -4.6732
C12 -0.7018 -3.3415 -5.0192
C13 -1.8494 -3.0352 -5.7663
C14 -2.3748 -3.9481 -6.6855
C15 -1.7645 -5.1831 -6.8837
C16 -0.5813 -5.4809 -6.1887
C17 -0.0429 -4.5623 -5.2804
C18 -0.9644 -2.3279 -2.2499
C19 -0.6754 -1.4437 -1.1871
C20 -1.4494 -1.4882 -0.0325
C21 -2.5302 -2.3738 0.0510
C22 -2.8167 -3.2421 -1.0049
C23 -2.0206 -3.2412 -2.1532
C24 2.6562 0.9886 -5.7725
C25 2.5289 0.2228 -6.9436
C26 2.9096 0.7396 -8.1885
C27 3.4174 2.0500 -8.2863
C28 3.5629 2.8020 -7.1241
C29 3.1999 2.2796 -5.8787
C30 2.0517 1.8096 -3.1196
C31 3.2039 1.9562 -2.3157
C32 3.3798 3.1125 -1.5654
C33 2.3940 4.1172 -1.5743
C34 1.2326 3.9416 -2.3279
C35 1.0479 2.7834 -3.0846
H16 -1.6249 -0.5963 -4.7005
H17 -0.0277 1.3070 -5.1809
H18 -2.3519 -2.0822 -5.6571
H19 -3.2713 -3.6831 -7.2503
H20 -2.1968 -5.9164 -7.5707
H21 -0.0734 -6.4332 -6.3608
H22 0.8959 -4.7804 -4.7625
H23 0.1441 -0.7212 -1.2973
H24 -1.2226 -0.7992 0.7913
H25 -3.1575 -2.3638 0.9446
H26 -3.6624 -3.9250 -0.9402
H27 -2.2346 -3.9318 -2.9685
H28 2.0976 -0.7813 -6.8917
H29 2.8008 0.1426 -9.0938
H30 3.6963 2.4632 -9.2604
H31 3.9540 3.8264 -7.1799
H32 3.3025 2.8927 -4.9850
H33 3.9624 1.1613 -2.3105
H34 4.2926 3.2422 -0.9805
H35 2.5393 5.0219 -0.9875
H36 0.4620 4.7145 -2.3407
H37 0.1319 2.6635 -3.6539
F1 0.1545 -0.3022 10.8112
C36 0.3473 -0.5146 9.5034
C37 0.6413 0.5555 8.6451
F2 0.7381 1.8149 9.1287
C38 0.9049 0.3163 7.3210
F3 1.1942 1.3798 6.5198
C39 0.8875 -1.0002 6.7941
O1 1.1274 -1.2543 5.5279
C40 0.5888 -2.0641 7.6799
F4 0.5482 -3.3257 7.1994
C41 0.3503 -1.8173 9.0009
F5 0.1925 -2.8597 9.8584

## Properties
ΔE to the lowest compared entry with this formula, charge and spin in kcal/mol: 0.0
Gap between HOMO and LUMO in eV: 6.303
Charge: 0

# 5
A structure of composition C41H37Cl5P2Ru in a non-equilibrium geometry, computed with ωB97M-V/def2-TZVPD.

Atoms and positions in Å:
Ru1 -0.1616 0.1338 3.0124
C1 -1.9460 0.5283 4.5241
C2 -2.3499 -0.1557 3.3655
C3 -3.1376 0.5053 2.2674
C4 -2.3840 1.6146 1.5177
C5 -0.9066 1.7099 1.7778
C6 -0.3622 2.3364 2.9315
C7 -1.1969 2.9624 4.0136
C8 -2.1051 1.9873 4.8251
C9 1.6734 0.1777 2.2847
H1 -1.8523 -0.0849 5.4232
H2 -2.5362 -1.2288 3.4804
H3 -4.0785 0.9269 2.6643
H4 -3.4209 -0.2847 1.5578
H5 -2.5067 1.4433 0.4384
H6 -2.8810 2.5718 1.7269
H7 -0.3017 1.7956 0.8763
H8 0.6022 2.8164 2.7803
H9 -1.8267 3.7897 3.6294
H10 -0.5202 3.4336 4.7465
H11 -1.8350 2.0961 5.8922
H12 -3.1636 2.3091 4.7630
H13 2.2231 -0.7283 2.5907
H14 2.2105 1.0534 2.6885
H15 1.6608 0.2500 1.1816
P1 -0.6632 -1.0584 -2.6934
P2 0.7601 0.8385 -2.8859
C10 -1.7133 0.2806 -3.2502
C11 -0.8897 1.3733 -3.3996
C12 -0.6531 -2.3842 -3.9191
C13 -1.7526 -2.5075 -4.7890
C14 -1.7587 -3.5037 -5.7642
C15 -0.6794 -4.3889 -5.8623
C16 0.4014 -4.2956 -4.9707
C17 0.4155 -3.3041 -3.9908
C18 -1.1550 -1.8219 -1.1666
C19 -0.3739 -1.4561 -0.0509
C20 -0.7252 -1.9254 1.1959
C21 -1.7407 -2.8737 1.3330
C22 -2.4881 -3.2607 0.2218
C23 -2.2305 -2.7104 -1.0267
C24 1.7904 0.9427 -4.4214
C25 1.5787 0.0115 -5.4644
C26 2.3418 0.0715 -6.6277
C27 3.3230 1.0560 -6.7759
C28 3.5087 2.0142 -5.7732
C29 2.7357 1.9701 -4.6077
C30 1.4064 2.1224 -1.7914
C31 2.6825 1.9749 -1.2057
C32 3.2029 2.9980 -0.4153
C33 2.4645 4.1678 -0.1961
C34 1.1973 4.3071 -0.7678
C35 0.6742 3.3008 -1.5779
H16 -2.7827 0.1757 -3.4379
H17 -1.1189 2.3827 -3.7316
H18 -2.5907 -1.8144 -4.6981
H19 -2.6123 -3.5813 -6.4425
H20 -0.6847 -5.1619 -6.6310
H21 1.2297 -5.0021 -5.0420
H22 1.2417 -3.2250 -3.2796
H23 0.4720 -0.7804 -0.1779
H24 -0.1547 -1.5434 2.0748
H25 -1.9669 -3.3029 2.3061
H26 -3.2973 -3.9807 0.3646
H27 -2.8646 -2.9548 -1.8861
H28 0.8149 -0.7617 -5.3609
H29 2.1682 -0.6512 -7.4282
H30 3.9368 1.0881 -7.6770
H31 4.2511 2.8022 -5.9009
H32 2.8730 2.7433 -3.8487
H33 3.2632 1.0684 -1.3929
H34 4.1949 2.8883 0.0196
H35 2.8852 4.9719 0.4076
H36 0.6105 5.2106 -0.5970
H37 -0.2973 3.4294 -2.0652
Cl1 -0.0692 -3.3735 3.8318
C36 0.4184 -2.3004 5.0688
C37 0.5456 -0.9338 4.8403
C38 1.0669 -0.1639 5.8761
Cl2 1.5330 1.4685 5.5664
C39 1.2058 -0.6817 7.1913
Cl3 1.4581 0.3759 8.5067
C40 1.0560 -2.0693 7.4173
Cl4 1.3056 -2.7455 8.9656
C41 0.7098 -2.8895 6.3229
Cl5 0.6423 -4.5849 6.5211

## Properties
Gap between HOMO and LUMO (spin up / spin down) in eV: 6.116 / 5.095
Spin multiplicity: 5
Charge: +2
<S²>: 6.030

Across the entries above, M takes the values 926.8, 952.6, 980.9, 840.0, 870.0 g/mol, respectively.
Across the entries above, E_tot takes the values -173739.525, -76958.163, -199305.448, -78018.823, -126868.116 eV, respectively.